No. 1
ORCA calculation (ωB97M-V with the def2-TZVPD basis set) on H3OPS2 in the gas phase at a distorted geometry.

Results
Frontier orbital gap, eV: 8.37
E_LUMO, Ha: -0.03310
HOMO energy, Ha: -0.34067
SMILES: O=[S@@H](P)=S
Energy above the lowest of the compared OMol25 structures with the same formula, charge and spin, eV: 4.2178
Total charge: 0

Cartesian coordinates (Å):
O -1.119771 1.470721 -0.588981
S -0.908332 0.060010 -0.310727
P 1.501211 -0.226968 -0.100532
S -1.971177 -0.851331 0.996165
H -0.924922 -0.430203 -1.494911
H 1.669978 -1.119440 1.115608
H 1.753013 1.097210 0.383377

Atomic forces in eV per Å
0.0146 0.2428 0.2395
1.6884 1.1638 2.4941
-0.9582 -0.8084 0.3242
0.3594 0.0135 -0.6443
-0.2687 -1.5422 -1.6975
-0.5090 1.5073 -1.0982
-0.3265 -0.5769 0.3822

Atomic partial charges in e from the natural (NBO) method, atoms 1 to 5: atom 1 (O): -0.94, atom 2 (S): 1.17, atom 3 (P): 0.06, atom 4 (S): -0.38, atom 5 (H): 0.03

---

No. 2
ORCA calculation (ωB97M-V with the def2-TZVPD basis set) on C8H11FO in the gas phase at a distorted geometry.

Results
Frontier orbital gap, eV: 9.60
E_LUMO, Ha: 0.03225
HOMO energy, Ha: -0.32066
SMILES: C/C=C(\F)[C@H](O)C1(C)C=C1
Energy above the lowest of the compared OMol25 structures with the same formula, charge and spin, eV: 4.6452
Total charge: 0

Cartesian coordinates (Å):
C -1.196354 2.493871 1.527063
C -0.192142 1.555245 1.028876
C -0.312360 0.957585 -0.139988
F -1.409907 1.081541 -0.898003
C 0.720169 -0.040744 -0.622092
O 0.741631 0.105862 -2.017556
C 0.341231 -1.555163 -0.061735
C -0.873648 -1.986516 -0.830681
C 0.630784 -1.785305 1.353147
C 1.493190 -2.292088 0.537774
H -1.908599 1.879734 1.938263
H -1.558601 3.143731 0.741227
H -0.816987 3.121230 2.260282
H 0.721691 1.368904 1.536499
H 1.806957 0.266573 -0.416756
H 0.215017 -0.551711 -2.467645
H -1.662061 -1.125131 -0.673867
H -1.391581 -2.836191 -0.278094
H -0.838319 -2.451286 -1.758071
H 0.354608 -1.549867 2.295596
H 2.429005 -2.856080 0.440825

Atomic forces in eV per Å
0.7858 0.5287 -1.2926
0.1901 0.2970 -1.3642
1.4632 -0.8885 1.2039
-0.1180 0.2338 -0.2072
0.3955 -0.5532 -0.0965
0.3587 -0.4253 -1.1514
1.4612 2.9702 -2.1924
-3.1611 -0.0872 4.1450
0.7597 -0.5950 -2.0046
0.3326 -0.9634 0.0468
-2.4816 -0.8338 1.0542
-0.4639 -0.1482 -0.2097
0.7632 1.1166 1.5728
0.6104 -0.0654 0.4871
-1.7365 -0.4877 0.8893
-0.3520 -0.2466 0.0004
1.4542 -1.7229 -1.0802
0.6504 0.8253 -0.1368
0.5968 0.0933 -2.2514
-0.8496 0.5682 2.7300
-0.6590 0.3841 -0.1426

Atomic partial charges in e from the natural (NBO) method, atoms 1 to 5: atom 1 (C): -0.64, atom 2 (C): -0.28, atom 3 (C): 0.38, atom 4 (F): -0.33, atom 5 (C): 0.02

---

No. 3
ORCA calculation (ωB97M-V with the def2-TZVPD basis set) on a molecular structure, C31H68F2NbO6 at a distorted geometry.

Results
Frontier orbital gap, eV: 6.28
E_LUMO, Ha: 0.06595
HOMO energy, Ha: -0.16467
Total charge: -1

Cartesian coordinates (Å):
O -5.366354 0.030381 -5.422337
Nb -5.237653 0.620775 -3.536523
F -6.778438 1.798294 -3.775421
C -6.611550 -0.990288 -2.659988
C -6.488773 -2.395025 -3.193365
F -5.150893 -2.812986 -3.401603
C -3.774305 2.334725 -3.850253
C -2.689262 2.152752 -4.911306
C -1.874402 0.871957 -4.846807
C -1.105702 0.618789 -3.578352
C -0.848081 1.635504 -2.651025
C -0.117131 1.400059 -1.487487
C 0.382819 0.126324 -1.234252
C 0.133592 -0.894429 -2.149753
C -0.603135 -0.655080 -3.305557
H -6.032729 0.498949 -5.936284
H -5.202356 1.196228 -1.798205
H -3.869341 -0.464921 -3.117785
H -7.642130 -0.666159 -2.842639
H -6.475444 -1.010757 -1.575531
H -6.970470 -2.487205 -4.173260
H -6.916902 -3.159715 -2.532750
H -3.350237 2.679358 -2.905249
H -4.458036 3.127705 -4.178866
H -1.984219 2.997902 -4.925055
H -3.185966 2.161546 -5.886704
H -2.541002 0.024853 -5.030701
H -1.140391 0.875164 -5.662371
H -1.235595 2.630527 -2.831682
H 0.052378 2.205731 -0.785573
H 0.954803 -0.071265 -0.336055
H 0.513231 -1.893556 -1.967805
H -0.808954 -1.461698 -3.998010
C 0.350157 -2.867541 1.963362
C 1.295187 -3.109753 0.798755
O 2.413495 -2.239938 0.769736
C 3.276508 -2.312174 1.887855
C 3.929465 -3.670028 2.083550
H 0.055702 -1.818114 1.995734
H -0.548870 -3.470813 1.835579
H 0.795834 -3.133324 2.923565
H 0.772354 -2.918570 -0.136416
H 1.619477 -4.157530 0.781728
H 2.755491 -2.008442 2.803626
H 4.044260 -1.562650 1.694784
H 3.210423 -4.436914 2.375942
H 4.685044 -3.600476 2.866880
H 4.413708 -3.991117 1.160109
C -4.225970 1.448586 1.609095
C -5.738321 1.481449 1.483878
O -6.331035 0.200259 1.340340
C -6.130266 -0.694794 2.408217
C -6.712446 -0.223184 3.733521
H -3.800815 0.890319 0.774303
H -3.831310 2.464865 1.583845
H -3.898723 0.987112 2.544306
H -6.011098 2.021834 0.578744
H -6.189341 2.014532 2.331165
H -5.065169 -0.928089 2.529714
H -6.623541 -1.614702 2.091443
H -6.181183 0.642835 4.130282
H -6.644741 -1.022607 4.473657
H -7.762056 0.048318 3.608555
C 9.160287 -1.595289 4.012129
C 7.987553 -2.215243 3.269955
O 6.890610 -1.340812 3.085892
C 7.157070 -0.173780 2.325715
C 7.631345 -0.459351 0.912331
H 8.825125 -1.155798 4.952555
H 9.901710 -2.364424 4.233256
H 9.655065 -0.821416 3.423794
H 7.578090 -3.047705 3.842921
H 8.326745 -2.619626 2.308997
H 7.882046 0.465188 2.844435
H 6.209137 0.363822 2.309935
H 8.624198 -0.911754 0.898345
H 7.691155 0.472328 0.348180
H 6.935543 -1.126744 0.402133
C 13.437385 -1.108321 1.164108
C 12.304776 -1.732198 0.365785
O 11.210351 -0.863554 0.140263
C 11.493837 0.309229 -0.601649
C 11.999935 0.044839 -2.009434
H 13.055428 -0.679425 2.091350
H 14.174564 -1.872169 1.413737
H 13.952222 -0.323578 0.608644
H 11.876738 -2.569766 0.916679
H 12.685097 -2.130982 -0.582006
H 12.199609 0.949298 -0.059079
H 10.542721 0.840119 -0.639526
H 12.994751 -0.402522 -2.015198
H 12.058551 0.984145 -2.559824
H 11.318445 -0.622862 -2.537233
C -10.592414 4.385492 2.417258
C -9.540077 4.689412 1.361177
O -8.590680 3.663385 1.178015
C -9.112226 2.414500 0.740769
C -9.829578 2.473684 -0.596468
H -10.114609 4.095226 3.354156
H -11.201943 5.272603 2.597595
H -11.261523 3.580984 2.110295
H -8.952685 5.557839 1.662532
H -10.027787 4.944955 0.412370
H -9.770450 1.990473 1.510263
H -8.247469 1.759444 0.666543
H -10.758549 3.046543 -0.543634
H -10.075416 1.464184 -0.925307
H -9.184272 2.925843 -1.350055

Atomic forces in eV per Å
-0.0427 0.3165 0.3019
-0.9477 0.2619 -1.4094
-0.0334 -0.0001 0.0649
0.7376 -0.3673 0.7934
-0.0078 -0.1350 -0.4113
-0.1829 0.0550 0.1332
0.3104 -0.3885 0.7286
-0.0552 0.2018 -0.2394
0.0672 -0.2344 -0.1008
0.1160 0.1979 0.4834
0.0902 -0.1164 -0.0354
-0.0728 -0.3816 -0.3528
-0.1170 0.0577 -0.1212
-0.0459 0.0609 -0.1379
0.0740 0.3059 0.3031
0.0253 -0.1295 -0.1620
-0.0071 0.0799 0.0716
0.1316 0.0227 0.2830
0.0468 0.2238 -0.1227
-0.0876 0.0327 0.0185
0.0088 0.0306 0.0351
0.0338 0.0548 0.0294
-0.0401 -0.0152 -0.0286
-0.1153 -0.0281 0.0103
-0.0867 0.0874 0.0137
0.1272 -0.0101 -0.0746
0.0657 -0.0518 0.0601
-0.0597 0.0055 -0.0980
0.0182 -0.0591 -0.0126
0.0124 0.0302 0.0318
0.0270 -0.0583 -0.0054
0.0156 0.0581 0.0055
-0.0153 -0.0480 -0.0023
0.0497 0.0386 0.0136
-0.0822 -0.0348 -0.0024
0.0121 -0.0098 0.0005
0.0648 0.0582 0.0327
-0.0232 -0.0265 -0.0348
-0.0232 0.0066 0.0008
-0.0171 -0.0018 -0.0131
0.0034 -0.0117 -0.0049
-0.0106 -0.0198 0.0150
0.0208 0.0118 0.0127
-0.0207 -0.0085 -0.0104
0.0248 -0.0045 0.0252
-0.0064 0.0121 0.0148
0.0208 0.0228 -0.0004
0.0233 -0.0063 -0.0003
-0.0096 -0.1637 0.0098
0.0673 0.1569 0.0055
-0.0922 0.0097 -0.0017
0.0348 -0.0461 0.0066
-0.0195 0.0162 -0.0306
0.0181 0.0342 -0.0337
-0.0146 0.0212 -0.0231
0.0102 0.0273 0.0033
0.0115 -0.0450 -0.0450
0.0103 0.0046 -0.0110
0.0004 0.0124 -0.0107
-0.0004 -0.0237 0.0348
0.0112 -0.0017 -0.0066
-0.0041 -0.0150 0.0039
-0.0113 0.0027 0.0122
-0.0364 0.0323 0.0041
0.0097 -0.0567 -0.0391
-0.0119 -0.0095 0.0492
-0.0061 0.0466 -0.0259
0.0507 -0.0482 0.0065
0.0131 0.0037 0.0129
0.0034 -0.0165 0.0101
-0.0004 -0.0093 -0.0193
0.0348 -0.0167 0.0191
-0.0164 0.0078 -0.0038
-0.0031 -0.0108 0.0113
-0.0033 0.0091 -0.0286
0.0068 0.0225 -0.0340
-0.0327 0.0231 -0.0035
-0.0178 0.0102 -0.0090
-0.0416 0.0220 0.0082
0.0195 -0.0460 -0.0060
-0.0138 -0.0143 0.0401
-0.0179 0.0557 -0.0034
-0.0226 -0.0396 0.0203
0.0099 0.0018 0.0144
0.0049 -0.0144 0.0087
-0.0022 -0.0053 -0.0137
0.0300 -0.0204 0.0147
-0.0115 0.0151 -0.0046
0.0009 -0.0169 0.0106
0.0046 0.0259 -0.0292
0.0046 0.0071 0.0107
-0.0070 0.0161 -0.0085
-0.0031 -0.0003 -0.0183
0.0355 -0.0226 0.0106
0.0005 0.0552 -0.0348
-0.0330 -0.0333 0.0306
-0.0002 -0.1117 -0.0120
0.0305 0.1405 0.0163
-0.0089 -0.0007 0.0144
0.0014 0.0149 0.0045
0.0001 0.0003 -0.0131
-0.0271 0.0251 0.0128
0.0092 -0.0119 -0.0034
-0.0063 0.0164 -0.0030
-0.0065 -0.0322 -0.0114
-0.0098 -0.0319 -0.0032
0.0155 -0.0281 0.0085
0.0159 -0.0303 -0.0266

Atomic partial charges in e from the Mulliken method, atoms 1 to 5: atom 1 (O): -0.80, atom 2 (Nb): 0.07, atom 3 (F): -0.73, atom 4 (C): -0.66, atom 5 (C): -0.27

---

No. 4
ORCA calculation (ωB97M-V with the def2-TZVPD basis set) on a molecular structure, C5H8O2 at a distorted geometry.

Results
Frontier orbital gap (alpha / beta), eV: 8.68 / 8.36
E_LUMO (alpha / beta), Ha: 0.03046 / 0.02584
HOMO energy (alpha / beta), Ha: -0.28856 / -0.28153
Energy above the lowest of the compared OMol25 structures with the same formula, charge and spin, eV: 5.4785
Total charge: 0

Cartesian coordinates (Å):
O -1.132261 0.034266 2.300168
C -0.859862 -0.886064 1.333715
C -1.557775 -1.103231 0.220297
C 0.731121 0.215311 -1.778371
C 1.725013 0.322227 -0.648497
C 0.825323 1.427779 -0.216718
O 0.034115 1.281954 -1.286016
H -1.943398 0.500876 2.056632
H 0.030823 -1.452761 1.587471
H -1.236446 -1.853416 -0.489503
H -2.442998 -0.521701 -0.026532
H 0.931651 0.242045 -2.848719
H 1.815919 -0.493998 0.072853
H 2.713584 0.618503 -1.016395
H 0.365189 1.668210 0.739616

Atomic forces in eV per Å
-0.2041 0.1006 -0.0522
-0.1113 -0.2650 -0.3840
0.1657 0.0733 0.3234
0.3380 -0.0897 -0.2923
0.4026 -0.2469 0.1177
0.2641 0.1592 0.7952
-0.9812 0.3723 -0.6188
0.0930 -0.0278 0.0809
-0.1052 0.0389 -0.0367
-0.0102 0.0583 0.1223
0.1126 -0.0446 0.0477
-0.0507 -0.1270 0.0988
0.0042 0.0303 -0.1697
-0.0840 -0.0290 0.1210
0.1665 -0.0027 -0.1533

Atomic partial charges in e from the natural (NBO) method, atoms 1 to 5: atom 1 (O): -0.68, atom 2 (C): 0.14, atom 3 (C): -0.53, atom 4 (C): 0.05, atom 5 (C): -0.57

---

No. 5
ORCA calculation (ωB97M-V with the def2-TZVPD basis set) on a molecular structure, C26H30N2O4 at a distorted geometry.

Results
Frontier orbital gap, eV: 6.89
E_LUMO, Ha: -0.03257
HOMO energy, Ha: -0.28574
Energy above the lowest of the compared OMol25 structures with the same formula, charge and spin, eV: 21.6483
Total charge: 0

Cartesian coordinates (Å):
C 0.507131 0.585021 3.018015
N 0.247751 2.039321 2.886125
O 0.100231 2.539721 1.790795
O 0.248721 2.716631 3.924645
H 0.057231 0.104891 2.149015
H 0.072171 0.224291 3.950095
H 1.587601 0.442291 3.000255
C 0.030821 1.520251 -0.889605
N 1.066891 0.549541 -0.443195
O 0.709391 -0.141109 0.547915
O 2.040141 0.344761 -1.173935
H -0.842569 0.953781 -1.212705
H 0.475321 2.019421 -1.750615
H -0.259169 2.223791 -0.109205
C 0.815941 1.596301 -4.200755
C 0.949931 0.455631 -3.398585
C -0.170899 -0.099869 -2.785385
C -1.386459 0.523301 -2.928525
C -1.549599 1.720461 -3.687005
C -0.428219 2.207531 -4.316675
H 1.671921 2.048431 -4.679575
H 1.947411 0.050631 -3.312665
H -0.140859 -1.024969 -2.228895
H -2.295009 0.043401 -2.595915
H -2.474619 2.230291 -3.912425
H -0.489389 3.102941 -4.917435
C 3.713501 0.407901 3.211335
C 3.974041 0.616151 1.888325
C 3.187181 0.021251 0.872045
C 2.166741 -0.830439 1.291925
C 1.964391 -1.152879 2.627135
C 2.647101 -0.492719 3.592125
H 4.332551 0.906021 3.942815
H 4.771861 1.267961 1.564255
H 3.382511 0.192041 -0.176315
H 1.527361 -1.387899 0.623475
H 1.188221 -1.846229 2.915635
H 2.594361 -0.708499 4.649025
C -2.014509 -3.954229 0.660485
C -1.712059 -2.592139 0.439895
C -0.495089 -2.172059 -0.071105
C 0.477581 -3.106959 -0.307975
C 0.216641 -4.415259 -0.077475
C -1.012319 -4.892789 0.338215
H -2.933819 -4.267569 1.132815
H -2.426539 -1.851339 0.767205
H -0.247469 -1.122049 -0.121865
H 1.452661 -2.793879 -0.650925
H 0.918731 -5.180419 -0.374135
H -1.127619 -5.957059 0.481215
C -2.270759 2.596701 0.479755
C -2.616419 2.555391 -0.825755
C -2.869339 1.294871 -1.477225
C -2.611699 0.091001 -0.824965
C -2.120669 0.212701 0.450975
C -1.985969 1.401051 1.102955
H -2.288179 3.510421 1.055275
H -2.871089 3.476541 -1.328775
H -3.221569 1.339171 -2.497215
H -2.688549 -0.901049 -1.244885
H -1.800519 -0.643949 1.025475
H -1.693099 1.403521 2.142485

Atomic forces in eV per Å
-2.7493 2.4718 -0.0640
-0.0408 1.1964 2.1013
1.1094 0.2323 0.1824
-0.0145 -0.8532 -0.9466
-0.0001 0.4205 1.0378
0.2707 0.3113 0.0695
-1.9290 2.3304 -0.0768
1.6898 1.6587 0.2938
-2.0433 0.6866 -1.0909
-2.9464 7.5111 -4.0113
-2.3273 0.1325 1.3362
1.2788 0.6043 1.1759
-0.2243 0.1521 0.2899
0.9454 -0.6332 -0.2775
-0.1606 -0.5680 0.8051
0.0827 0.4102 -1.4702
0.1290 -0.4743 -1.9317
-0.7703 -0.6533 -4.4789
1.6167 -1.2747 -0.4527
0.3736 0.5048 -0.1769
0.1028 -0.1245 -0.0415
-0.2209 -0.3459 -0.0180
0.2090 -0.0628 -0.0475
1.7125 -0.6846 -2.0026
-0.2175 -0.1987 0.3768
-0.1376 0.1097 -0.1216
-1.1437 -1.0717 1.1321
-0.8921 0.0775 -1.8362
2.0154 -0.1914 2.3028
3.4239 -3.9340 0.2595
1.4222 -2.5490 -0.1547
5.3114 -0.3944 0.9321
-0.1570 -0.1049 0.2675
0.1933 0.0870 0.1688
0.9758 -0.2969 1.0330
3.5647 -2.4253 0.7437
-0.0566 -0.2525 -0.1299
-0.5872 -0.0176 0.0646
1.4652 0.0996 -0.3982
-0.8409 -1.6574 0.5372
-1.0679 -0.6381 0.2803
0.6100 0.6065 -0.4440
-0.0420 -2.1882 -0.8036
-0.7999 1.0581 0.7066
-0.1668 0.0899 -0.1658
-0.3585 -1.1232 -0.3366
-1.2500 -1.4214 -0.6231
0.0957 -0.1432 -0.1833
0.4743 0.0861 0.2003
-0.2413 -0.0242 0.0143
-0.5864 -0.0350 1.2595
-1.9135 -1.3467 -1.6395
-1.6195 2.3853 2.1872
-1.1307 1.0863 1.6698
-0.0994 -0.3472 1.4842
-1.0216 0.4694 1.0640
0.3682 0.1791 -0.1583
0.0725 -0.0136 -0.3220
-0.8866 0.2015 0.9213
-0.2453 0.0690 -0.1372
-0.1642 1.0211 -0.0938
-0.4603 -0.2002 -0.2627

Atomic partial charges in e from the natural (NBO) method, atoms 1 to 5: atom 1 (C): -0.54, atom 2 (N): 0.53, atom 3 (O): -0.42, atom 4 (O): -0.40, atom 5 (H): 0.24

---

No. 6
ORCA calculation (ωB97M-V with the def2-TZVPD basis set) on C4H3N2O2P in the gas phase at a distorted geometry.

Results
Frontier orbital gap, eV: 9.33
E_LUMO, Ha: -0.05362
HOMO energy, Ha: -0.39658
SMILES: CC(=O)P(=O)(C#N)C#N
Energy above the lowest of the compared OMol25 structures with the same formula, charge and spin, eV: 1.3214
Total charge: 0

Cartesian coordinates (Å):
C -1.809340 -0.249145 -0.019176
C -0.459565 -0.961792 0.036567
O -0.352307 -2.135778 0.126973
P 1.062021 0.098914 0.397713
O 1.420534 0.047562 2.041852
C 0.719982 1.752560 -0.137136
N 0.550282 2.844573 -0.478429
C 2.352974 -0.481229 -0.649922
N 2.791167 -1.087372 -1.525226
H -1.914720 0.555296 0.889720
H -2.544240 -0.883550 0.118313
H -1.816793 0.499962 -0.801250

Atomic forces in eV per Å
4.4818 5.5158 2.1091
-1.4850 1.0003 0.6234
0.5665 -0.7500 -0.2842
1.5971 -0.2417 7.8916
-1.5841 0.2645 -7.1729
0.1214 0.9116 -0.5780
0.0145 -0.9242 0.3083
-0.5442 -0.2480 -0.6524
0.3690 0.1521 0.1985
0.6607 -2.0741 -1.5831
-3.7470 -3.1554 -0.0681
-0.4508 -0.4508 -0.7922

Atomic partial charges in e from the natural (NBO) method, atoms 1 to 5: atom 1 (C): -0.70, atom 2 (C): 0.35, atom 3 (O): -0.44, atom 4 (P): 1.55, atom 5 (O): -0.92

---

E, record by record: -33052.50172; -13234.68394; -52517.78211; -9404.35371; -38599.48886; -20557.45809 eV